A 12-piece molecular cluster, C56H56Cl8N8O16 overall in a non-equilibrium geometry. Source: the Open Molecules 2025 dataset; level of theory: ωB97M-V with the def2-TZVPD basis set.

## Properties
**HOMO-LUMO gap (alpha / beta)**: 2.7 / 6.3 eV
**Energy**: -7490.1370 Eh

```
! RIJCOSX wB97M-V def2-TZVPD def2/J DEFGRID3
* xyz -1 2
C 6.58117 1.58164 1.05305
C 4.56377 -3.77127 3.01081
H -3.34778 0.16149 -2.40923
H 0.74137 7.92334 -1.68392
C -4.35555 -3.29838 0.03233
C -1.38192 8.09304 3.66881
H -3.12360 2.46961 4.01999
C -0.68626 -5.16395 -0.77365
Cl 5.86888 -4.81705 2.43667
H 2.75240 -4.60186 0.58301
H -6.83846 2.26331 -0.49872
C -0.47106 -0.67232 0.87926
H -0.82455 -1.65700 1.14730
O 1.12451 -1.16255 -2.48650
Cl -4.66276 2.02579 -0.85514
C 3.00761 -6.73569 -1.99809
C 1.08984 1.09808 0.29962
H 6.07973 -2.50208 3.68522
C -1.88959 -6.03446 -2.64990
N 1.88225 -1.33532 0.80446
H -6.10186 -0.53819 -0.67261
O 1.83436 -0.77142 -4.45023
O -3.06986 -6.98725 -4.47249
H -2.03682 -2.11406 5.27763
H 4.03838 2.14704 -1.06406
N -2.12752 5.25134 1.52010
H -3.70331 1.37236 -4.69669
O 8.43588 3.22729 -0.06738
O 2.82457 -8.68623 -3.30573
Cl 5.07085 -3.36391 5.54263
H 7.52061 1.12770 0.77415
H -1.60449 -4.88040 -4.51852
H -4.96965 -3.62537 -3.23832
N -2.74082 -7.06451 -3.33630
H -1.90990 8.45806 5.79441
O 3.23244 -8.88021 -1.16444
C -2.35420 -1.13263 4.95753
C 2.40819 6.60292 -1.19007
H -0.41177 -3.06881 -3.34922
H -1.90966 2.36698 0.08709
H 4.10487 0.19792 -3.41854
H 4.24054 -3.21555 2.13058
H 2.95640 7.06900 -0.37134
Cl 2.60948 4.90428 -0.74884
H 3.77648 0.87245 2.78672
Cl -6.61557 1.85099 -3.38967
O -1.32758 5.50834 0.54938
C -1.37651 -0.31170 4.32892
H 3.58172 -3.04728 -1.17500
C -4.92877 -2.10638 0.27458
H -1.75161 -6.99850 -0.68850
C -1.37273 7.27149 2.54360
C 2.80919 -6.26342 -0.68046
O -3.09395 -8.01903 -2.63135
H 0.19705 -3.20735 -1.13162
C -3.55628 -0.65577 5.38316
C -1.64986 0.99886 3.95361
O -5.03199 -2.30266 2.55893
H -1.98403 1.31647 -6.47841
C -1.46186 0.29137 0.73756
C 0.94156 6.98024 -1.17541
H -7.52350 3.80555 -2.43056
C -2.59774 0.33480 -3.16673
C -3.86682 0.65887 4.97596
C -1.34325 -0.11210 -2.90476
N 0.98286 -0.65147 -3.57646
Cl 0.20306 5.76374 -2.25654
C -0.36448 -4.06196 -1.47909
H -6.17236 3.78395 -0.23547
H 3.58880 -6.29107 -4.00310
C 6.27171 2.86528 0.59813
H -0.35507 -5.18612 0.25408
O 0.79735 -0.15879 3.75737
C 5.70578 0.84313 1.86440
H 3.95259 -3.93631 -3.47042
C 4.07470 1.85535 -2.11368
H 4.52203 4.33451 0.81433
C 3.37095 -4.52013 -2.77240
H -6.04522 -1.48347 -2.90719
C -0.78295 -3.93018 -2.81382
C -6.12229 2.95530 -0.94184
O -2.88518 4.34987 1.59625
O 6.89851 4.26081 -1.13905
C -1.98537 6.02486 2.69929
Cl 5.72374 -0.18644 -1.81385
H -4.28878 -1.36559 5.73812
H -1.06790 -0.48569 -1.92956
H 5.03297 2.35048 -2.27072
H 3.15872 3.12235 2.21809
C -1.42545 -6.20330 -1.34248
H 0.22592 0.60366 -5.85558
H -3.80750 -4.75237 -1.42255
C -0.57183 0.53373 -5.13094
C 3.20206 -4.01546 -1.46636
H -2.46455 0.10362 1.09220
H 3.39224 -0.13399 -1.75936
C -1.47599 -4.93022 -3.44735
H -0.98645 9.08179 3.48889
C -1.19330 1.59934 0.34002
H 2.11091 1.42007 0.15773
C 4.99088 3.39486 1.06658
C -5.54965 -1.93516 -2.06056
C 5.04806 -2.73213 3.95138
O 1.54528 -2.55621 0.82966
H 2.62219 -6.93573 0.14382
H -5.80477 4.11992 -2.78098
H -2.67456 6.29720 6.14362
H 0.41000 3.03547 -0.14920
O 3.08157 -1.00023 0.82626
H -2.86746 4.63273 4.20070
C -0.31669 -0.04556 -3.88149
C 3.25223 -5.89543 -3.05621
C -6.51586 3.39183 -2.39067
C 0.11960 2.03518 0.13626
C 4.11438 0.42668 -2.35286
O -5.19712 -0.25632 1.80261
C -4.93333 -3.13344 -2.27754
C -1.84416 7.75733 4.97522
C -2.79998 0.82079 -4.48184
H -0.95960 1.60990 3.39096
H -3.76009 -3.65490 0.85981
C 4.49161 1.45036 2.22015
H 5.97197 -0.13918 2.22579
N -0.11671 -0.92980 3.92812
O 0.02935 -2.17012 3.69529
N -5.09716 -1.50752 1.67299
H -4.89721 0.96319 5.08594
C 4.11708 2.74447 1.89382
Cl 2.89138 2.80969 -3.10595
H 0.49412 6.94575 -0.18208
C -2.47311 5.61230 3.97415
N 7.25468 3.57918 -0.20211
C -2.34525 6.49594 5.13443
H 2.90532 6.81388 -2.13688
C 0.81235 -0.26889 0.64418
H -1.01760 7.74792 1.64176
C -4.28013 -3.78948 -1.29663
C -2.93658 1.43612 4.27162
C -1.80248 0.99636 -5.46305
C 2.81659 -4.93343 -0.44283
H 4.37513 -1.89729 4.14711
N 3.02993 -8.22533 -2.21030
H 3.76857 -4.40938 3.39627
C -5.44328 -1.38702 -0.78291
*
```

These are the Löwdin partial charges, in e, on atoms 1 to 99:
1 C -0.039
2 C -0.689
3 H 0.062
4 H 0.067
5 C 0.006
6 C -0.066
7 H 0.077
8 C -0.073
9 Cl 0.552
10 H 0.087
11 H 0.054
12 C -0.079
13 H 0.107
14 O 0.061
15 Cl 0.650
16 C -0.140
17 C -0.031
18 H 0.058
19 C -0.144
20 N -0.391
21 H 0.092
22 O 0.055
23 O 0.085
24 H 0.115
25 H 0.041
26 N -0.328
27 H 0.077
28 O 0.044
29 O 0.075
30 Cl 0.587
31 H 0.111
32 H 0.115
33 H 0.115
34 N -0.363
35 H 0.104
36 O 0.030
37 C -0.016
38 C -0.644
39 H 0.092
40 H 0.051
41 H 0.061
42 H 0.051
43 H 0.063
44 Cl 0.596
45 H 0.098
46 Cl 0.487
47 O 0.008
48 C -0.133
49 H 0.098
50 C -0.146
51 H 0.117
52 C -0.001
53 C -0.023
54 O 0.035
55 H 0.087
56 C -0.077
57 C 0.005
58 O 0.094
59 H 0.107
60 C -0.119
61 C -0.615
62 H 0.060
63 C -0.061
64 C -0.063
65 C 0.001
66 N -0.329
67 Cl 0.543
68 C -0.060
69 H 0.075
70 H 0.113
71 C -0.133
72 H 0.119
73 O 0.076
74 C -0.040
75 H 0.100
76 C -0.672
77 H 0.042
78 C -0.054
79 H 0.105
80 C -0.051
81 C -0.688
82 O 0.114
83 O 0.073
84 C -0.156
85 Cl 0.581
86 H 0.108
87 H 0.104
88 H 0.051
89 H 0.112
90 C -0.002
91 H 0.116
92 H 0.095
93 C -0.027
94 C -0.021
95 H 0.085
96 H 0.048
97 C -0.005
98 H 0.097
99 C -0.129